Entry 1:
A molecular structure, C6H9NO, computed with ωB97M-V with the def2-TZVPD basis set.

Summary:
energy relative to the best compared isomer or geometry (same formula, charge and spin): 779.23 kJ/mol
total energy: -363.7274 Eh
HOMO: -8.12 eV
LUMO energy: 1.0 eV
spin multiplicity: 1
orbital gap: 9.12 eV

Geometry (Å):
C1 -0.31479 1.44900 -0.08112
C2 0.98807 0.63541 -0.39146
C3 1.39312 -0.33679 0.70611
C4 0.44746 -1.29142 -0.30664
C5 -0.79074 -0.91141 0.20273
C6 -1.22823 0.42804 -0.44031
H1 -0.49850 2.20494 -0.68540
H2 -0.21567 1.97012 0.94924
H3 1.81816 1.24481 -0.78354
H4 2.53717 -0.53341 0.80822
H5 0.96604 0.09252 1.65253
H6 0.89783 -2.34802 -0.43071
H7 -1.07581 -1.34203 1.38726
H8 -2.70229 -0.33432 0.49104
H9 -0.78675 0.16656 -1.38312
N1 -2.25865 -0.55129 -0.30768
O1 0.82360 -0.54273 -1.38717

Entry 2:
A molecular structure, C6H9NO, computed with ωB97M-V with the def2-TZVPD basis set.

Summary:
energy relative to the best compared isomer or geometry (same formula, charge and spin): 258.52 kJ/mol
total energy: -363.9258 Eh
HOMO: -8.56 eV
LUMO energy: 1.1 eV
spin multiplicity: 1
orbital gap: 9.63 eV

Geometry (Å):
C1 -1.68886 -0.57903 0.04849
C2 -0.04322 1.05314 -0.14882
C3 0.49163 0.13313 0.97566
C4 1.91019 0.11067 0.51988
C5 0.42076 -0.11243 -0.99179
C6 -0.23062 -1.01320 0.02327
H1 -2.19472 -0.94912 -0.85194
H2 -2.43233 -0.88303 0.81534
H3 -1.91377 1.19168 -0.90857
H4 0.32173 2.06688 -0.35948
H5 0.16088 0.08883 2.01399
H6 2.35989 -0.70247 1.07924
H7 2.49683 1.05463 0.63928
H8 0.14170 -0.11729 -2.03755
H9 -0.11420 -2.13724 0.05886
N1 -1.49269 0.93766 -0.02418
O1 1.80681 -0.14279 -0.85169

Entry 3:
A single C6H9NO2 molecule, computed with ωB97M-V with the def2-TZVPD basis set.

Summary:
energy relative to the best compared isomer or geometry (same formula, charge and spin): 152.93 kJ/mol
total energy: -439.2181 Eh
HOMO: -8.97 eV
LUMO energy: 0.6 eV
spin multiplicity: 1
orbital gap: 9.59 eV

Geometry (Å):
C1 -1.49033 1.52060 -1.24554
N1 -0.31313 0.79542 -0.65128
C2 0.16639 -0.25021 -1.49955
C3 1.06487 -1.03948 -0.56570
C4 0.73239 -0.67038 0.69447
C5 1.55685 -0.92160 1.84246
O1 2.75999 -0.94323 1.73715
O2 0.92962 -1.03169 3.06230
C6 -0.44491 0.23746 0.66094
H1 -2.26428 0.70823 -1.56888
H2 -1.97018 2.16352 -0.47835
H3 -1.21497 2.04126 -2.17231
H4 0.82541 0.25500 -2.21696
H5 -0.57997 -0.81985 -1.96815
H6 1.94209 -1.57446 -0.83401
H7 -0.01821 -1.10489 2.90609
H8 -1.37884 -0.37443 0.87442
H9 -0.30279 1.00873 1.42290

Entry 4:
A single C6H9NO2 molecule, computed with ωB97M-V with the def2-TZVPD basis set.

Summary:
energy relative to the best compared isomer or geometry (same formula, charge and spin): 416.31 kJ/mol
total energy: -439.1178 Eh
HOMO: -8.87 eV
LUMO energy: 0.9 eV
spin multiplicity: 1
orbital gap: 9.80 eV

Geometry (Å):
O1 2.88194 0.32325 -0.66729
C1 2.28751 -0.57496 0.20144
C2 0.77498 -0.38745 0.17308
C3 -0.13192 -1.35568 0.03607
C4 -1.47723 -0.73678 0.30126
N1 -2.74293 -0.34626 -0.34769
C5 -1.59844 0.53206 -0.49860
C6 -0.82616 1.53257 0.28371
O2 0.53115 0.97933 0.28085
H1 2.49818 1.18551 -0.54821
H2 2.61002 -0.44816 1.26700
H3 2.53806 -1.58042 -0.18117
H4 0.14318 -2.38982 -0.00488
H5 -1.69362 -0.60875 1.34043
H6 -2.86017 -0.73716 -1.29526
H7 -1.15532 0.43566 -1.48810
H8 -0.60426 2.52174 -0.17666
H9 -1.17495 1.65532 1.32402

Entry 5:
2 unconnected molecules or ions with the total composition C6H9NO2, computed with ωB97M-V with the def2-TZVPD basis set.

Summary:
energy relative to the best compared isomer or geometry (same formula, charge and spin): 448.07 kJ/mol
total energy: -439.1057 Eh
HOMO (alpha / beta): -8.54 / -8.81 eV
LUMO energy (alpha / beta): -0.4 / -0.8 eV
spin multiplicity: 1
orbital gap (alpha / beta): 8.16 / 8.06 eV

Geometry (Å):
C1 -0.64874 1.68276 0.00338
C2 -2.04584 -0.99126 0.12576
C3 1.23389 0.24327 1.73578
C4 -0.16287 0.15157 -1.95247
C5 1.11289 -0.04247 0.27241
C6 -0.05583 0.56526 -0.48922
N1 -1.17519 2.57694 0.46806
O1 -1.97748 -2.15340 0.05032
O2 1.17905 -1.35127 -0.08031
H1 -2.96671 -0.36435 0.23168
H2 1.69499 -0.59871 2.23069
H3 1.84274 1.15739 1.77416
H4 0.25330 0.40352 2.21478
H5 -0.43411 -0.89662 -1.82960
H6 0.74148 0.22750 -2.62145
H7 -1.07980 0.62233 -2.31208
H8 2.07373 0.48848 -0.24029
H9 0.41449 -1.72094 0.41841

Entry 6:
A single C6H9NO2 molecule, computed with ωB97M-V with the def2-TZVPD basis set.

Summary:
energy relative to the best compared isomer or geometry (same formula, charge and spin): 156.08 kJ/mol
total energy: -439.2169 Eh
HOMO: -7.79 eV
LUMO energy: 0.7 eV
spin multiplicity: 1
orbital gap: 8.47 eV

Geometry (Å):
C1 2.48749 -0.00885 -0.07172
C2 1.15181 0.08169 -0.25512
C3 0.28213 -0.98227 -0.86326
C4 -0.30610 -1.35450 0.46631
C5 -1.42960 -0.77972 0.98332
N1 -2.45590 -0.19919 0.28963
C6 0.51172 1.45577 -0.02987
O1 0.94026 2.32764 0.70265
O2 -0.46108 1.73138 -0.93146
H1 3.07189 0.69367 0.51515
H2 3.11590 -0.76613 -0.52801
H3 -0.43790 -0.60656 -1.59298
H4 0.87507 -1.81351 -1.25532
H5 0.20065 -2.12815 1.03828
H6 -1.68787 -0.98896 2.02007
H7 -2.15472 0.27200 -0.56240
H8 -3.06321 0.38414 0.85736
H9 -0.64054 2.68156 -0.78264

Entry 7:
A molecular structure, C6H9NO2, computed with ωB97M-V with the def2-TZVPD basis set.

Summary:
energy relative to the best compared isomer or geometry (same formula, charge and spin): 433.89 kJ/mol
total energy: -439.1111 Eh
HOMO: -8.40 eV
LUMO energy: -0.2 eV
spin multiplicity: 1
orbital gap: 8.23 eV

Geometry (Å):
C1 -1.87701 0.17851 -1.13034
C2 -0.54006 -0.79767 1.20401
C3 1.72231 0.10292 0.42535
C4 -0.84145 0.58468 -0.11463
C5 0.41482 -0.56289 0.15751
C6 2.83159 -0.37860 -0.14285
O1 -1.25107 -1.91042 0.93358
O2 1.76765 1.12671 1.30371
N1 -0.60118 1.77419 0.26152
H1 -1.95607 -1.98558 1.58968
H2 0.90467 1.59504 1.25995
H3 -1.20410 2.47236 -0.16858
H4 0.47613 -1.31158 -0.63862
H5 -1.88934 -0.89295 -1.31804
H6 -2.87561 0.46658 -0.79859
H7 -1.66878 0.68428 -2.07442
H8 2.79790 -1.21499 -0.82261
H9 3.78960 0.06942 0.07336

Entry 8:
A single C6H9NO2S2 molecule, computed with ωB97M-V with the def2-TZVPD basis set.

Summary:
energy relative to the best compared isomer or geometry (same formula, charge and spin): 144.92 kJ/mol
total energy: -1235.5535 Eh
HOMO: -8.85 eV
LUMO energy: 0.1 eV
spin multiplicity: 1
orbital gap: 8.99 eV

Geometry (Å):
C1 -0.04974 1.93529 0.29041
C2 -0.71041 0.59019 0.19344
C3 -0.33243 -0.33765 1.22386
N1 0.81694 -0.16039 1.87940
C4 1.18183 -1.23810 2.52277
C5 0.28544 -2.28189 2.52967
S1 -0.98156 -1.91525 1.36321
S2 0.22888 -0.33908 -1.44115
C6 -0.56780 0.43255 -2.94656
O1 1.59624 0.02730 -1.47905
O2 -0.17634 -1.68744 -1.50905
H1 -0.70552 2.62276 -0.06586
H2 0.28145 2.16568 1.29826
H3 0.84079 1.89833 -0.26386
H4 -1.80784 0.67217 -0.15504
H5 1.87819 -0.94665 3.28379
H6 0.32102 -3.26891 2.93251
H7 0.08209 1.16798 -3.18530
H8 -0.74336 -0.28838 -3.73699
H9 -1.43783 0.95151 -2.73446